Record 1
Here is a structure of composition C30H40N9O2ReSi from the Open Molecules 2025 dataset. Energies are from the ωB97M-V functional and the def2-TZVPD basis.

Structure (XYZ):
```
83
Properties=species:S:1:pos:R:3
Re -0.4843 0.2879 0.6485
N 1.3882 -0.4844 3.2630
C 0.0673 -0.8457 3.5236
C -0.1887 -1.6282 4.6499
C -1.4863 -1.9695 4.9457
C -2.5109 -1.5041 4.1193
C -2.1740 -0.7537 3.0261
N -0.8980 -0.4349 2.7059
C 1.8417 0.6756 2.6739
C 3.0531 1.2232 3.1250
C 3.5130 2.3946 2.5820
C 2.7541 3.0304 1.5880
C 1.5989 2.4324 1.1741
N 1.1479 1.2488 1.6830
H 2.0423 -0.8810 3.9205
H 0.6299 -1.9437 5.2834
H -1.7070 -2.5749 5.8147
H -3.5477 -1.7337 4.3183
H -2.9411 -0.4023 2.3513
H 3.5956 0.7264 3.9187
H 4.4374 2.8323 2.9356
H 3.0619 3.9712 1.1554
H 0.9813 2.8728 0.4018
N 1.4301 -0.3462 -0.3967
C 1.1959 -0.2287 -1.8542
C 2.4259 -0.3194 -2.7491
C 3.4472 0.8244 -2.6101
C 3.9871 1.2610 -3.9698
N 2.9289 1.9312 -4.7276
C 3.1343 2.7849 -5.7223
N 4.3435 2.9181 -6.2660
N 2.1227 3.5288 -6.1729
C 0.4433 1.0803 -2.0532
O 0.4983 1.7272 -3.0748
O -0.3105 1.3991 -1.0253
H 2.2859 0.1319 -0.1239
H 1.5411 -1.3293 -0.1617
H 0.5232 -1.0523 -2.1094
H 2.0372 -0.3499 -3.7684
H 2.9143 -1.2830 -2.5913
H 4.2956 0.5156 -1.9988
H 3.0010 1.6985 -2.1231
H 4.3357 0.3796 -4.5155
H 4.8287 1.9434 -3.8443
H 1.9773 1.8131 -4.3871
H 5.0623 2.2334 -6.1070
H 4.5126 3.5991 -6.9879
H 1.2245 3.5003 -5.7201
H 2.1890 4.0260 -7.0452
N -2.3728 -0.2419 -0.3543
C -3.4715 0.6604 -0.0485
C -4.7350 0.5249 -0.5463
C -5.7294 1.4650 -0.1996
C -5.4381 2.5074 0.6351
C -4.1378 2.6504 1.1761
C -3.7726 3.6761 2.0745
C -2.5038 3.7042 2.5872
C -1.5930 2.7116 2.2122
N -1.8824 1.7484 1.3476
C -3.1522 1.7115 0.8220
H -2.6252 -1.2222 -0.2248
H -2.1406 -0.1415 -1.3429
H -4.9789 -0.2946 -1.2124
H -6.7257 1.3512 -0.6033
H -6.1996 3.2290 0.9019
H -4.5037 4.4219 2.3617
H -2.1928 4.4666 3.2863
H -0.6005 2.7014 2.6397
C 0.3882 -5.3845 -0.8851
Si -0.7841 -4.8213 0.4448
C -0.2729 -5.3753 2.1469
C -2.5526 -5.2443 0.0617
C -0.6608 -2.9451 0.4848
C -0.5345 -1.7340 0.5664
H 0.3884 -6.4740 -0.9610
H 1.4134 -5.0735 -0.6726
H 0.0962 -4.9901 -1.8607
H -0.2827 -6.4635 2.2330
H -0.9572 -4.9815 2.9021
H 0.7385 -5.0355 2.3799
H -2.6962 -6.3268 0.0847
H -2.8422 -4.8979 -0.9328
H -3.2364 -4.8088 0.7939
```

Computed properties:
LUMO energy (spin up / spin down): -7.96 / -8.89 eV
HOMO level (spin up / spin down): -0.58089 / -0.57234 Eh
2S+1: 2
Kohn-Sham gap (spin up / spin down): 0.2883 / 0.2455 Ha
⟨S²⟩: 0.76
relative energy (zero: lowest compared OMol25 entry of this formula, charge and spin): 0.0 kJ/mol
net charge: +3

Löwdin atomic charge list, values in e, 6 entries: 1.5540 0.1525 -0.2721 0.0323 0.0017 -0.0093

Record 2
Here is a structure of composition C36H38HfO2P2 from the Open Molecules 2025 dataset. Energies are from the ωB97M-V functional and the def2-TZVPD basis.

Structure (XYZ):
```
79
Properties=species:S:1:pos:R:3
Hf -1.6000 1.3262 0.1575
C 2.2012 5.0896 2.8452
C 2.1951 4.2901 1.7658
C 3.2351 3.2314 1.5443
C 2.9342 1.8049 2.1001
C 2.2149 1.7695 3.4081
C 2.5249 2.5667 4.4284
C 3.6066 3.6251 4.4469
C 3.2340 5.0302 3.9065
C -2.3440 -0.0850 1.6151
H 1.4569 5.8885 2.9351
H 1.5372 4.5758 0.9287
H 4.2122 3.5554 1.9473
H 3.3737 3.1097 0.4542
H 2.4130 1.1931 1.3472
H 3.9207 1.3305 2.2404
H 1.5218 0.9248 3.5056
H 2.0109 2.4547 5.3848
H 4.5420 3.2673 3.9916
H 3.8403 3.7942 5.5117
H 2.8816 5.6424 4.7523
H 4.1672 5.4689 3.5055
H -2.8439 0.4447 2.4499
H -1.4771 -0.5750 2.0655
H -3.0153 -0.9068 1.2939
P -1.5094 -0.3361 -2.1391
P -1.0009 -2.3558 -0.2163
C 0.1064 -1.1690 -2.3003
C 0.3730 -2.0941 -1.3524
C -1.9916 -0.4242 -3.9716
C -1.0874 -0.6298 -5.0292
C -1.5130 -0.6398 -6.3643
C -2.8669 -0.4732 -6.6811
C -3.7835 -0.3098 -5.6301
C -3.3517 -0.2987 -4.3005
C -0.6289 1.2631 -1.9167
C 0.3214 1.4356 -0.8129
C 0.5181 2.7995 -0.4744
C 0.3654 3.8166 -1.4366
C -0.2374 3.5129 -2.6571
C -0.8329 2.2869 -2.8702
C -1.4626 -4.0703 -0.9004
C -1.9670 -4.1845 -2.2135
C -2.3340 -5.4290 -2.7428
C -2.1931 -6.5957 -1.9840
C -1.6429 -6.5042 -0.7050
C -1.2683 -5.2575 -0.1792
C -0.1114 -2.8743 1.3235
C -0.9251 -3.0800 2.4561
C -0.3476 -3.2862 3.7073
C 1.0450 -3.3386 3.8284
C 1.8482 -3.2253 2.6935
C 1.2794 -2.9827 1.4405
H 0.8162 -0.7922 -3.0470
H 1.2622 -2.7307 -1.3197
H -0.0320 -0.7969 -4.8383
H -0.7885 -0.7806 -7.1717
H -3.2039 -0.4775 -7.7259
H -4.8423 -0.1926 -5.8688
H -4.0809 -0.1985 -3.5001
H 0.9359 0.6312 -0.4017
H 1.0333 3.0329 0.4482
H 0.8096 4.7946 -1.2434
H -0.1610 4.2243 -3.4947
H -1.2967 1.9955 -3.8193
H -2.0657 -3.2892 -2.8318
H -2.7368 -5.4896 -3.7520
H -2.5006 -7.5590 -2.3866
H -1.5026 -7.4033 -0.1035
H -0.8096 -5.2194 0.8102
H -2.0113 -3.0429 2.3541
H -0.9926 -3.4045 4.5777
H 1.4970 -3.4883 4.8105
H 2.9315 -3.3263 2.7752
H 1.9151 -2.8790 0.5613
O -2.4440 2.9426 1.2587
C -1.4309 3.0579 2.0644
O -0.4645 2.2102 1.8622
H -1.3814 3.8085 2.8790
```

Computed properties:
LUMO energy: -8.45 eV
HOMO level: -0.49203 Eh
2S+1: 1
Kohn-Sham gap: 0.1815 Ha
net charge: +2

Löwdin atomic charge list, values in e, 6 entries: 1.7212 -0.0971 -0.1408 -0.1804 -0.1831 -0.1378

Record 3
Here is a structure of composition C22H28BrGaN from the Open Molecules 2025 dataset. Energies are from the ωB97M-V functional and the def2-TZVPD basis.

Structure (XYZ):
```
53
Properties=species:S:1:pos:R:3
C -2.2882 -0.5580 -1.8930
C -2.6753 -1.1379 -0.6501
C -2.9042 -0.0782 0.2766
H -2.8017 -2.2033 -0.4567
C -2.6578 1.1542 -0.3905
C -2.2670 0.8602 -1.7295
H -2.0015 1.5942 -2.4950
H -2.0538 -1.1003 -2.8151
H -3.2057 -0.1994 1.3132
H -2.7319 2.1442 0.0582
Ga 0.7309 0.3030 -3.1032
Br 2.2664 0.9730 -1.5536
C 1.8139 0.8088 -4.8197
C 0.6259 1.5831 -5.1014
C -0.4114 0.6817 -5.4799
H 0.6001 2.6692 -5.1999
C 0.0710 -0.6452 -5.3795
C 1.4422 -0.6033 -4.9374
H 2.1507 -1.4284 -4.9564
H 2.8284 1.1945 -4.7268
H -1.3675 0.9749 -5.9199
H -0.4522 -1.5468 -5.7034
C 0.5177 0.4195 5.4747
C 0.3918 0.8339 4.0335
C 0.1299 2.1650 3.6990
C 0.0613 2.5778 2.3588
C -0.1865 4.0323 2.0643
C 0.2497 1.6347 1.3611
C 0.4334 0.2257 1.6337
C 0.5695 -0.1008 3.0290
N 0.4329 -0.6267 0.6125
C 0.7241 -2.0760 0.7481
C 2.1189 -2.3075 1.3171
C -0.3502 -2.7707 1.5740
C 0.6885 -2.7123 -0.6386
H 1.4212 0.8430 5.9334
H -0.3411 0.7711 6.0583
H 0.5723 -0.6715 5.5573
H -0.0190 2.8929 4.4997
H -1.0545 4.4023 2.6286
H 0.6736 4.6491 2.3666
H -0.3690 4.1928 0.9967
H 0.2384 1.9410 0.3127
H 0.7977 -1.1262 3.3169
H 2.2500 -1.8659 2.3074
H 2.3168 -3.3818 1.3908
H 2.8656 -1.8588 0.6519
H -1.3220 -2.6649 1.0802
H -0.1150 -3.8365 1.6630
H -0.4469 -2.3515 2.5766
H -0.2924 -2.5952 -1.1113
H 1.4503 -2.2879 -1.3018
H 0.8818 -3.7873 -0.5312
```

Computed properties:
LUMO energy (spin up / spin down): 2.28 / 2.00 eV
HOMO level (spin up / spin down): -0.10943 / -0.10793 Eh
2S+1: 1
Kohn-Sham gap (spin up / spin down): 0.1932 / 0.1814 Ha
net charge: -1

Löwdin atomic charge list, values in e, 6 entries: -0.2308 -0.2133 -0.1857 0.0604 -0.1990 -0.2254